(1)
113
Properties=species:S:1:pos:R:3:forces:R:3 method="wB97M-V/def2-TZVPD" smiles="COCCNCCOC.COCCNCCOC.COCCNCCOC.COCCNCCOC.NC(N)=O.O.O.O" lumo_ev=0.3 spin_multiplicity=1 homo_energy_ev=-8.2 homo_lumo_gap_ev=8.53 e_above_lowest_kj_mol=274.2
C 9.1625 -6.2029 -2.7838 -0.899 0.641 0.541
H -11.4039 2.7001 -1.7522 0.184 0.091 0.318
H -4.7369 3.6236 -7.1795 0.370 0.137 0.234
H -4.2305 1.5154 -6.6654 0.472 0.139 -0.186
H -4.0196 -1.3773 -3.0954 -0.191 -0.408 -0.392
H -6.2447 0.1192 5.3238 0.348 -0.901 -0.472
C -11.4477 1.6133 -1.6808 -1.540 -1.195 -0.429
C 5.4754 2.1312 2.7495 -1.284 -0.046 -0.989
H 6.1676 3.7044 1.7052 -0.414 -0.104 -0.597
H -9.0233 1.8354 -1.7925 -0.311 -0.071 -0.545
H 8.7538 -9.1925 -4.1185 0.367 -0.070 0.050
H -5.2599 6.2674 -5.8594 0.124 0.159 -0.024
H -12.4429 1.2700 -1.3984 -0.284 0.467 -0.142
H 4.7938 -0.5392 9.5104 -0.115 -0.310 -0.276
O -0.2528 -1.1788 2.7001 0.176 0.231 0.116
O 5.1068 -3.1288 -1.8308 0.006 0.051 0.624
H 6.6366 -4.7051 0.2458 0.541 0.294 -0.526
C 4.8553 -4.2499 -0.9737 0.904 0.017 0.109
H -5.4441 -0.8157 -5.2886 -0.006 -0.618 -0.010
N -6.1667 1.5437 -5.9269 -0.235 0.203 0.043
H 5.6119 -5.9988 -0.2700 0.087 -0.474 0.465
H 9.8601 -8.8133 -2.7432 0.045 0.111 -0.020
H 11.4792 5.6472 3.4369 -0.919 -0.066 0.802
H 10.2379 -6.1941 -2.6063 0.132 -0.712 0.795
O -0.1243 -5.1295 1.8600 -0.047 0.246 0.130
H -11.2633 1.1639 -2.6566 0.171 0.291 -0.380
H -5.9431 -1.7436 1.6607 -0.371 0.131 -0.081
C -3.3687 -0.5899 -3.4757 -1.431 1.028 0.312
O -5.1695 -2.0783 2.1143 0.330 -0.201 -0.101
C -4.5390 -0.2608 -5.5359 -1.824 0.988 -0.057
H -0.6042 -5.3889 1.0735 -0.184 -0.045 -0.191
C 2.3923 4.1402 3.4408 1.164 -0.580 0.154
H 7.9354 2.7783 3.8008 0.206 -0.364 -0.472
C 4.0015 -2.5806 -2.5576 0.107 -1.233 -0.007
H 8.2356 5.0152 1.6226 -0.354 0.076 -0.067
C -7.7358 1.5549 2.8284 -1.347 -0.448 0.872
H -8.1327 2.3614 3.4449 0.525 0.695 0.099
N 6.5820 2.8844 2.1247 -0.455 -0.211 1.472
C 7.4968 3.4807 3.0921 0.612 1.219 -0.495
O -4.1032 0.3354 -4.3052 1.025 -0.992 -0.979
C -9.0023 0.9926 2.2125 -0.222 -1.077 -2.061
C 8.2269 -6.0948 -1.5268 -0.405 -0.299 -0.956
C 8.5956 4.2032 2.2544 0.495 -1.217 0.864
O 4.7292 -1.8917 7.2876 -0.094 0.238 0.282
H 4.1302 -4.9820 -1.3291 -0.350 0.378 -0.813
H -5.1868 0.3561 -7.4885 -0.868 -0.016 0.030
C -6.6055 2.6535 -6.7542 -0.594 0.095 0.501
C -8.3934 0.4904 -0.2619 -0.554 1.366 1.239
C 6.1078 -5.0949 -0.6239 -0.171 -0.489 -1.922
H 4.9341 3.3215 4.3952 0.076 0.376 0.484
H 1.8061 3.2966 3.8051 0.116 -0.644 -0.440
N 3.9031 -0.7686 9.0930 1.049 1.416 3.194
H 3.1435 -0.1580 9.3582 0.417 -0.061 0.112
H 4.8919 1.7135 1.9291 0.272 -0.460 -0.228
C 10.7546 5.2877 2.7063 -0.674 -0.172 -1.509
H -3.1984 0.0073 -2.5799 0.868 -0.112 -0.123
H 1.8136 4.6473 2.6687 0.273 0.217 0.251
C 4.4189 2.8479 3.5595 0.394 0.251 1.729
H -2.4989 -1.0280 -3.9652 0.144 0.288 0.086
H 4.5301 -4.0009 0.0365 -0.570 0.771 -0.020
H 8.7393 -5.4933 -0.7760 0.049 -0.176 0.126
H 2.4847 -1.5877 6.5298 -0.657 0.078 0.286
H -5.7393 2.0771 -5.1833 -0.003 -0.619 1.053
N 2.6121 -1.2285 7.4651 -3.969 -0.244 -2.682
H -3.6779 5.4931 -5.4659 0.008 -0.404 -0.623
N -8.7950 0.0400 1.0916 0.863 -0.073 -0.261
H 11.3823 4.6510 2.0828 -0.258 -0.660 -0.201
O -7.2910 0.5507 3.6906 -2.447 -1.895 -1.596
O 9.5518 4.6665 3.1712 1.393 0.558 1.402
H 8.0724 -8.8761 -2.5684 0.032 0.360 0.325
H 10.4734 6.1089 2.0471 0.081 0.407 0.039
H -7.3868 0.9067 -0.3020 0.160 0.190 0.528
C -4.7416 5.5415 -5.2329 -0.525 -0.808 0.595
H -9.5461 0.3299 2.8857 0.407 0.470 0.777
H -7.5571 3.0253 -6.3743 -0.301 -0.299 -0.039
C 8.9027 -8.5976 -3.2174 -0.447 1.312 -1.116
N 6.9545 -5.4141 -1.8127 0.261 1.347 1.079
C -9.3824 1.5643 -0.7997 2.571 -0.681 0.181
O 3.6751 3.7762 2.8710 -1.600 1.152 -1.223
H 5.7492 1.3198 3.4238 0.825 -0.077 -0.351
O 8.8160 -7.2138 -3.7243 -0.065 -0.884 0.949
O -5.4503 4.2807 -5.2755 0.513 -0.281 -1.144
C -5.6721 3.8406 -6.6634 0.356 1.257 0.217
H -5.0365 -1.4707 2.8419 -0.068 0.124 0.211
H -9.7265 1.7670 1.9598 0.138 0.511 -0.187
H 3.1622 -2.2781 -1.9312 -0.042 -0.150 0.203
H 6.4095 -5.7594 -2.5898 0.166 -0.260 0.125
H -6.9340 1.8910 2.1710 -0.166 0.091 -0.362
H -5.3391 0.7975 3.8877 0.600 0.324 0.444
H -6.4433 1.6930 5.0722 0.578 1.059 -0.369
H -4.7343 5.8643 -4.1918 -0.450 0.024 -0.006
H 4.2566 -1.7289 -3.1882 0.719 0.038 0.456
H -9.6451 -0.4989 1.0074 0.080 -0.053 -0.172
H 0.6392 -5.7066 1.8765 0.225 -0.123 0.063
H -0.1812 -2.0570 2.3263 0.056 -0.352 -0.086
H -9.4339 2.5046 -0.2507 0.626 0.162 0.463
O -10.6168 1.0017 -0.7494 -1.130 -0.236 -0.134
H 3.7187 2.1546 4.0255 0.161 -0.701 -0.055
H -1.1881 -0.9785 2.6649 -0.232 0.041 -0.019
C -5.0618 0.8270 -6.5135 1.999 -0.362 0.966
C -6.2583 0.8011 4.4735 1.516 0.814 2.291
C 3.8180 -1.3420 7.8999 3.368 -0.856 -0.255
H -3.8522 -0.9092 -6.0799 0.588 0.059 0.451
H -6.1153 4.7236 -7.1238 -0.140 -0.106 -0.563
H 3.7154 -3.3612 -3.2625 -0.641 -0.051 -0.074
H 7.0362 4.2303 3.7356 -0.297 0.237 0.096
H 9.0257 3.4125 1.6396 0.137 0.081 -0.456
H 1.8657 -0.9144 8.0688 -0.004 -0.255 -0.688
H 2.5441 4.6986 4.3645 0.048 0.711 -0.205
H 7.9700 -7.0816 -1.1418 0.613 -0.343 0.396
H 9.0585 -5.2092 -3.2194 -0.442 -0.175 -0.786
H -8.2966 -0.3885 -0.8993 -0.630 0.053 -0.149
H -6.7592 2.2410 -7.7513 0.085 0.649 -0.319

---

(2)
73
Properties=species:S:1:pos:R:3:forces:R:3 method="wB97M-V/def2-TZVPD" lumo_ev=-7.2 spin_multiplicity=1 charge=+2 homo_energy_ev=-13.6 homo_lumo_gap_ev=6.35 e_above_lowest_kj_mol=52.7
O -0.1332 0.2530 3.5387 -0.034 0.030 0.038
C -0.8020 -0.6687 3.0666 0.471 0.050 -0.196
H -2.1528 4.7889 1.7064 0.014 -0.010 0.000
C -1.3167 -1.8098 3.8617 0.033 -0.038 0.022
H -3.7071 -0.4342 -3.9363 0.018 0.003 0.010
H -3.3928 2.0512 -2.7268 0.010 -0.020 -0.022
C -1.6649 -1.7331 -3.0131 0.003 -0.003 -0.028
H -1.4834 -3.4444 6.7909 -0.002 0.000 0.001
H -4.4103 1.8225 -4.1277 -0.048 0.014 0.000
C 0.5234 -2.8647 -3.4395 0.036 0.037 -0.011
H -2.9369 -4.8963 5.4549 -0.008 0.003 -0.003
F 4.1910 -0.1714 -6.1871 -0.003 -0.007 -0.009
C -4.4249 1.8655 -3.0375 0.006 0.000 -0.028
C -2.7525 3.8935 1.8151 -0.080 0.033 0.060
S 1.2156 1.4824 -2.5581 0.156 1.052 0.490
H 0.1154 -1.4533 -1.8565 -0.028 0.000 0.015
N -1.1052 -0.7560 1.7273 -0.845 -0.151 -0.083
H 4.7047 4.3864 2.3682 -0.002 -0.004 0.004
C 2.9445 0.5668 -4.3436 0.092 -0.037 0.045
H 0.0819 -3.7556 -3.8870 -0.005 0.010 -0.012
C 3.6636 4.3886 2.0478 0.013 -0.018 -0.004
H -6.0006 0.4318 -2.7460 0.011 -0.023 -0.029
H -5.0509 2.7138 -2.7589 0.026 0.005 0.046
C -2.4875 -4.0280 4.9924 0.012 -0.015 0.010
C 4.0380 1.0583 -2.2976 -0.035 0.037 -0.060
N 2.1920 0.5453 1.4951 -0.059 0.079 -0.016
H 0.7182 -2.1487 -4.2411 0.001 0.012 0.003
H 3.4096 -1.3317 2.9415 -0.011 -0.004 0.001
O -3.5321 -1.2846 1.3773 0.002 -0.151 -0.192
H -1.4652 -0.8740 -3.6594 0.013 -0.023 -0.027
C -4.1613 -0.6428 -2.9666 0.008 0.022 -0.016
S -2.8728 -1.1657 -1.8129 0.073 -0.051 0.060
C -2.1430 -2.6379 3.1239 0.219 0.052 -0.006
F 4.0367 1.4550 -1.0205 -0.077 0.043 0.202
C 5.2511 0.6966 -2.8549 0.014 0.032 0.045
C 1.8994 1.5594 0.6500 -0.153 0.338 0.101
I -1.6365 2.3564 2.7710 0.163 -0.061 -0.060
O -1.8529 -2.8697 0.4910 0.125 -0.050 0.051
H 3.0853 4.8908 2.8279 -0.004 0.004 -0.005
C 4.1488 0.2233 -4.9269 -0.009 0.013 -0.003
F 1.8363 0.4904 -5.0809 -0.029 -0.019 0.004
C -4.9575 0.5598 -2.4583 0.014 -0.012 0.026
H 1.7544 -0.3554 1.3184 0.048 -0.011 -0.016
H -4.9483 0.5747 -1.3644 -0.039 0.025 0.000
C 2.9556 0.7268 2.5959 0.050 -0.006 -0.024
C -0.3925 -2.2706 -2.3747 -0.007 0.014 0.021
H -2.1746 -2.5017 -3.6025 -0.030 -0.008 0.038
H 4.1279 2.1773 3.6212 -0.012 0.012 0.006
C -1.6601 -3.2028 5.7518 0.001 0.001 0.000
H -3.6820 4.0793 2.3401 -0.009 -0.013 -0.012
H 1.4822 -3.1518 -3.0092 -0.007 -0.024 0.012
H 3.9497 -0.2270 4.2167 0.001 -0.003 -0.002
N 2.3335 2.7709 0.8375 0.074 0.021 -0.150
S 0.6941 1.0990 -0.5607 0.363 -0.880 -0.596
C -2.7454 -3.7591 3.6523 0.006 0.012 0.004
H -3.3881 -4.3958 3.0606 0.002 -0.002 -0.002
Pd -1.9367 0.8645 0.6655 -0.030 0.462 0.653
H 2.2278 -0.6112 4.0523 -0.004 -0.007 -0.009
C 5.3122 0.2838 -4.1747 0.010 -0.008 -0.020
H -0.6444 -3.0155 -1.6205 0.015 -0.032 -0.021
C 3.1557 -0.4327 3.5042 0.012 0.019 0.008
C 3.4798 1.9844 2.7785 -0.004 -0.026 0.024
F 6.3536 0.7535 -2.1201 -0.003 -0.001 -0.003
I -3.1597 3.0741 -0.0963 -0.047 -0.010 -0.223
H -4.7808 -1.5370 -3.0608 -0.005 0.003 0.002
O -2.2135 0.1354 -1.2778 0.099 -0.019 0.017
C -1.0621 -2.0797 5.1961 -0.019 0.002 -0.015
S -2.2657 -1.9614 1.5143 -0.324 -0.065 0.019
H 3.5549 4.9448 1.1213 0.005 0.009 0.005
C 3.1547 3.0011 1.8777 0.033 0.013 -0.034
C 2.8587 1.0042 -3.0200 -0.273 -0.654 -0.111
F 6.4682 -0.0499 -4.7112 0.000 0.000 0.001
H -0.4215 -1.4312 5.7781 -0.006 0.002 0.005

---

(3)
78
Properties=species:S:1:pos:R:3:forces:R:3 method="wB97M-V/def2-TZVPD" lumo_ev="2.1 / 2.0" spin_multiplicity=2 charge=-1 homo_energy_ev="0.6 / -7.1" homo_lumo_gap_ev="1.51 / 9.17" s_squared=0.750 e_above_lowest_kj_mol=30.4
H 26.9270 18.7613 5.8659 0.048 0.290 -0.477
H 30.0022 20.4333 4.3749 -0.457 0.516 -0.551
H 35.1313 22.7721 7.6448 0.149 0.026 0.342
H 26.1669 18.9998 9.9665 -0.609 -0.358 0.353
C 31.1239 16.5799 12.6737 -1.304 0.498 0.377
C 37.4908 17.8087 8.4984 -1.191 0.338 -0.005
H 28.9626 24.5182 9.3674 -0.088 -0.115 -0.079
H 29.9779 15.1210 13.8918 -0.128 0.041 -0.542
C 34.3853 16.9393 10.1960 -0.057 1.370 -0.781
H 34.9199 21.1010 5.9200 -0.248 0.021 -0.316
C 31.7592 17.8742 3.9936 0.233 0.281 -0.959
H 30.9453 22.0014 4.5212 -0.523 0.098 -0.024
O 28.5089 19.2264 7.0831 1.321 0.782 0.071
C 31.8428 19.7518 8.8298 -2.920 -1.396 0.862
O 31.9595 14.6263 13.7470 0.410 -0.290 1.059
C 32.0656 24.1886 8.5618 0.580 -0.575 0.314
O 33.4235 18.0227 5.7120 0.166 1.001 0.612
H 31.8242 17.8687 9.8797 -0.224 -0.183 0.059
O 35.7017 17.5708 6.9113 0.612 -0.753 0.889
H 28.6239 18.3997 5.3344 -0.399 -0.625 -0.303
C 27.9031 18.3692 6.1514 -1.106 -1.046 1.423
O 29.4492 21.6739 6.0178 1.658 0.388 -1.744
C 27.5930 16.9727 6.8101 0.799 0.259 -0.550
O 32.9808 20.1153 9.5360 0.870 0.174 -0.379
H 35.0188 17.9913 6.3836 -0.288 0.305 -0.055
H 31.4902 17.4364 3.0322 0.287 -0.434 -0.077
H 33.8273 18.5284 3.7930 0.036 -0.086 0.042
H 32.3967 25.1140 8.0903 -0.608 0.473 0.374
C 33.2589 17.7731 4.3356 -1.077 -0.572 0.086
H 28.5213 20.5416 9.8483 -0.109 0.365 0.175
H 27.7113 19.7441 11.2385 0.875 0.023 0.380
H 32.7692 23.4934 8.1039 -0.595 -0.675 -0.283
H 33.6963 16.7889 4.1680 -0.135 -0.079 -0.620
H 33.6901 22.4752 6.0350 0.011 -0.254 -0.550
H 30.3210 23.9566 7.3805 -0.356 0.056 -0.070
H 26.9957 17.0449 7.7191 0.097 0.564 0.037
O 26.8784 19.4209 9.4787 0.307 0.735 -1.313
O 34.6226 21.9687 7.7766 0.509 0.230 0.008
C 30.5778 23.8582 8.4353 0.702 0.876 -0.630
H 31.9883 19.4058 7.8065 0.578 -0.423 -0.036
H 31.0257 16.1417 14.7905 0.059 0.251 0.065
H 33.4522 20.6705 8.9106 0.821 0.491 0.424
H 30.3627 22.8178 8.6789 -0.031 0.084 0.470
H 30.1387 17.0462 12.6693 0.000 0.597 -0.740
H 34.4085 17.4101 9.2132 0.046 -0.226 -0.355
C 36.3489 18.5082 7.7788 -0.042 0.004 -1.491
H 29.1893 20.9138 6.5434 -0.341 -0.674 0.162
H 30.1800 18.2993 9.2934 0.126 0.039 -0.113
H 33.4553 16.3707 10.1994 0.118 -0.378 0.536
H 27.0317 16.2734 6.1904 0.031 0.202 -0.480
H 35.2885 16.3302 10.2324 -0.256 -0.104 0.559
C 34.1279 21.5867 6.4900 -0.374 0.045 1.266
H 35.6444 19.0214 8.4333 -0.057 -0.244 0.373
O 29.8612 24.8280 9.2323 0.410 -0.591 -0.229
H 38.2009 17.4318 7.7624 0.188 0.136 0.271
H 31.0893 17.4421 4.7370 0.263 0.012 0.173
H 31.1557 20.5894 8.7095 -0.083 0.399 0.108
H 37.8863 18.5130 9.2303 0.481 -0.155 -0.129
H 28.5245 16.4740 7.0779 0.096 -0.016 0.087
H 33.1502 17.2601 6.2271 -0.165 -0.159 0.012
H 31.3362 16.1405 11.6990 -0.320 -0.487 0.231
C 30.9478 15.6156 13.8391 0.566 0.173 -0.779
H 31.8723 17.3641 12.7878 0.111 -0.156 0.489
C 30.4321 21.1878 5.0337 -0.787 -0.536 1.685
H 30.8915 19.1465 10.6785 -0.020 -0.086 0.050
H 36.7065 19.2648 7.0804 0.554 0.515 0.324
H 33.8460 18.6956 10.7673 -0.138 0.435 -0.090
H 31.1977 20.5817 5.5180 0.338 0.216 0.472
O 34.4142 18.0185 11.1420 0.220 -1.086 0.165
H 32.3752 24.1296 9.6052 -0.111 0.501 0.156
H 28.0864 19.2796 7.9435 -0.961 -0.406 0.320
C 31.1097 18.6762 9.7197 0.842 0.969 -0.855
H 37.0491 16.9773 9.0477 0.227 -0.115 0.003
C 27.5660 20.3175 10.3230 0.040 -1.179 1.261
H 31.4945 18.9179 3.8241 -0.009 0.090 0.501
H 32.5128 14.8812 14.4889 0.603 -0.631 -0.202
H 27.0228 21.1705 10.7298 -0.241 0.466 -0.927
H 33.3330 20.9014 6.7842 -0.034 -0.240 -0.891

---

(4)
13
Properties=species:S:1:pos:R:3:forces:R:3 method="wB97M-V/def2-TZVPD" lumo_ev=-0.9 spin_multiplicity=1 homo_energy_ev=-9.2 homo_lumo_gap_ev=8.32 e_above_lowest_kj_mol=537.1
C -1.1777 -0.5954 -1.4698 -0.232 -0.067 0.175
H -1.5951 1.9821 1.0295 0.056 -0.189 -0.068
C 0.0276 0.8354 0.3468 -0.077 -0.031 -0.075
O 2.4992 -1.5995 -0.4012 -0.236 0.308 -0.016
N 0.9153 -0.2294 0.4947 0.141 -0.072 0.082
C -0.9923 1.0928 1.1732 0.057 -0.038 -0.061
C 1.8043 -0.6126 -0.4792 0.125 -0.105 0.060
H 1.8119 0.0808 -1.3375 0.035 -0.093 0.073
H 0.8084 -0.8632 1.2772 0.033 0.088 -0.084
H -0.9163 -1.5846 -1.0250 -0.019 0.253 0.034
H -2.2394 -0.4786 -1.1675 0.105 0.046 -0.065
H 0.2563 1.4903 -0.4894 -0.029 -0.121 0.130
H -1.2022 0.4820 2.0481 0.042 0.020 -0.184

---

(5)
8
Properties=species:S:1:pos:R:3:forces:R:3 method="wB97M-V/def2-TZVPD" lumo_ev="-0.7 / -0.7" spin_multiplicity=1 homo_energy_ev="-9.5 / -9.5" homo_lumo_gap_ev="8.79 / 8.80" e_above_lowest_kj_mol=243.3
O 1.8142 -0.5488 1.5482 0.986 -0.612 -0.598
N -0.7399 -0.1163 -1.4540 0.664 0.595 2.620
C 1.1421 0.0268 2.2780 -0.676 0.138 0.465
O 0.4374 0.5787 3.0079 -0.165 0.306 0.348
C -0.1978 0.2604 -0.3976 -0.581 1.233 -0.950
N -1.0466 -0.9982 -2.2165 0.387 -1.184 -1.909
Cl 0.5852 1.8272 -0.1568 -0.595 -1.173 -0.680
H -1.9946 -1.0298 -2.6090 -0.020 0.696 0.704

---

One value per record, in order, for maximum force: 4.796, 1.171, 3.349, 0.389, 2.768 eV/A.